Entry from OMol25: a molecular structure, H16O8Pb at a distorted geometry (ωB97M-V with the def2-TZVPD basis set).

The relative energy (zero: lowest compared OMol25 entry of this formula, charge and spin) is 23.89 kcal per mole. The value obtained for the HOMO energy is -17.06 eV. Its charge is +2. As for the energy: -21873.43038 eV. As for the orbital gap: 10.8221 eV. The value obtained for the LUMO energy is -6.2366 eV.

Each line ends with the Löwdin charge.
Atoms and positions in Å:
Pb1 -7.36200 3.23700 -4.55800  1.607
O1 -6.28100 1.93300 -2.63400  -0.108
O2 -7.85500 5.60100 -5.06400  -0.114
O3 -9.66000 3.42300 -5.44600  -0.128
O4 -8.21100 1.05800 -5.59100  -0.114
O5 -8.17900 4.31600 -2.48500  -0.102
O6 -7.07200 3.51700 -7.02300  -0.088
O7 -5.21400 1.86500 -5.61600  -0.109
O8 -5.36800 4.45900 -3.96000  -0.118
H1 -6.77400 4.17900 -7.65100  0.104
H2 -5.44100 1.86500 -6.58300  0.076
H3 -4.83100 5.13000 -4.46000  0.129
H4 -9.88600 4.25000 -5.82800  0.048
H5 -7.91700 6.01300 -5.94400  0.097
H6 -4.96800 4.28600 -3.13500  0.048
H7 -10.51600 3.14500 -5.01900  0.132
H8 -9.00500 4.06300 -2.11200  0.069
H9 -6.15400 0.98400 -2.65700  0.079
H10 -7.69300 4.72900 -1.75800  0.099
H11 -6.60800 2.05700 -1.74300  0.071
H12 -7.77800 0.24800 -5.84300  0.077
H13 -7.69400 2.99000 -7.49200  0.052
H14 -5.12000 1.00000 -5.20000  0.064
H15 -8.62700 1.35800 -6.40800  0.050
H16 -8.05600 6.34200 -4.50800  0.079

Forces on the atoms, in the same order (eV/Å):
0.8130 -0.7343 0.2898
0.0781 -0.1621 0.2318
-0.1267 0.6489 -1.5138
-1.9525 -1.4759 0.8816
-0.3267 0.1426 -0.4125
0.9551 0.6277 0.3406
0.7217 0.6814 0.0748
-0.5608 0.8001 -0.5815
0.1778 1.6536 -2.0384
0.2533 0.2315 -0.2638
0.5632 -0.7517 1.4684
-0.5780 -0.9467 0.9133
-0.2566 1.4574 -0.6747
0.1666 -0.3487 0.1195
1.1580 -0.2812 1.4289
1.1107 0.0347 -0.5805
-1.3158 -0.3036 0.5777
0.2890 -0.5001 -0.1870
0.0038 0.1181 -0.0510
-0.1560 0.2902 0.5127
0.2901 -0.7763 -0.0096
-0.8772 -0.6600 -0.8684
0.1727 -0.1448 -0.8750
-0.4484 -0.1911 0.1326
-0.1543 0.5903 1.0843